1.
The following is a DFT calculation (ωB97M-V/def2-TZVPD) of C28H27Co2N4O6 as an isolated structure in a non-equilibrium geometry.

Computed properties:
E_tot: -4519.09701 Eh
Highest occupied orbital energy: -0.1248 Eh
Frontier orbital gap: 5.7 eV
LUMO level: 2.2680 eV

ORCA input file:
```
! wB97M-V def2-TZVPD RIJCOSX def2/J DEFGRID3
* xyz -1 1
O -0.314 -4.731 -2.740
C 0.481 -3.973 -2.309
Co 1.325 -2.381 -2.985
C 1.281 -2.752 -4.738
O 1.067 -3.068 -5.834
C -0.178 -1.508 -3.252
O -1.195 -1.003 -3.498
C 2.806 -2.429 -1.958
C 2.469 -1.141 -2.384
C 3.051 0.084 -2.505
C 2.410 1.256 -3.077
C 3.042 2.197 -3.943
C 2.419 3.420 -4.213
C 1.208 3.753 -3.569
C 0.537 2.793 -2.792
C 1.086 1.517 -2.672
Co 1.785 -3.700 -0.976
C 2.024 -5.416 -0.620
O 2.266 -6.503 -0.298
C 0.514 -3.085 0.083
O -0.268 -2.640 0.811
C 3.086 -3.500 0.196
O 3.950 -3.352 0.947
H 3.844 -2.769 -2.071
H 4.140 0.150 -2.348
H 4.010 1.936 -4.394
H 2.883 4.127 -4.916
H 0.760 4.746 -3.687
H -0.384 3.064 -2.267
H 0.621 0.716 -2.102
C -3.063 2.634 -1.497
C -3.595 1.322 -0.949
N -3.143 1.038 0.423
C -4.170 0.548 1.304
C -3.824 0.630 2.776
N -2.412 0.677 3.043
C -2.079 0.608 4.437
C -0.632 0.972 4.662
N 0.238 0.309 3.719
C 1.632 0.160 4.156
C 2.205 -1.225 3.898
C -0.098 0.356 2.387
C 0.826 0.243 1.313
N 0.461 0.351 0.025
C -0.824 0.605 -0.264
C -1.835 0.735 0.711
C -1.471 0.563 2.069
H -3.682 2.939 -2.347
H -3.096 3.424 -0.737
H -2.040 2.534 -1.862
H -4.690 1.362 -0.897
H -3.320 0.492 -1.619
H -5.065 1.148 1.118
H -4.408 -0.503 1.056
H -4.288 1.523 3.226
H -4.242 -0.252 3.286
H -2.723 1.325 4.964
H -2.297 -0.405 4.828
H -0.523 2.070 4.589
H -0.335 0.660 5.668
H 2.248 0.932 3.667
H 1.625 0.360 5.236
H 3.251 -1.224 4.221
H 1.667 -1.977 4.487
H 2.176 -1.516 2.844
H 1.893 0.072 1.493
H -1.094 0.703 -1.318
*
```

=====

2.
The following is a DFT calculation (ωB97M-V/def2-TZVPD) of an isolated ion of composition C6H15N3 and charge +2 in a non-equilibrium geometry.

Computed properties:
E_tot: -401.27607 Eh
Highest occupied orbital energy: -0.7281 Eh
Frontier orbital gap: 12.6 eV
LUMO level: -7.1861 eV

ORCA input file:
```
! wB97M-V def2-TZVPD RIJCOSX def2/J DEFGRID3
* xyz 2 1
C 0.243 -1.906 -0.216
C 0.055 -0.425 -0.019
C 1.718 0.339 0.063
N 2.748 -0.425 -0.099
N 1.742 1.620 0.290
C -0.749 -0.037 1.215
C -2.137 0.299 0.660
C -1.812 0.996 -0.651
N -0.677 0.180 -1.190
H 0.737 -2.148 -1.156
H -0.728 -2.405 -0.209
H 0.804 -2.341 0.609
H 2.661 -1.420 -0.263
H 3.696 -0.067 -0.012
H 0.905 2.154 0.483
H 2.617 2.123 0.410
H -0.337 0.829 1.732
H -0.785 -0.852 1.933
H -2.722 -0.605 0.490
H -2.703 0.936 1.335
H -2.645 1.018 -1.352
H -1.477 2.021 -0.478
H -1.067 -0.601 -1.738
H -0.087 0.716 -1.836
*
```